Record 1
Entry from the OMol25 dataset: a structure of composition C21H29BrNO7RuS in a non-equilibrium geometry (ωB97M-V/def2-TZVPD).

Structure (XYZ):
```
61
Properties=species:S:1:pos:R:3:forces:R:3
Ru 0.87010 0.22798 1.14319 -0.60 -0.69 -0.01
C 0.83985 -2.97198 0.73684 0.18 -0.19 -0.17
C 2.33103 -2.79415 0.96928 -0.18 -0.22 -0.03
O 2.66727 -1.41288 1.20357 -0.36 0.57 0.09
C 3.44809 -1.19958 2.38316 0.04 -0.03 0.36
C 2.58315 -1.30492 3.62195 0.17 -0.12 -0.17
O 1.53571 -0.34819 3.47290 -0.10 0.15 -0.38
C 0.49258 -0.43874 4.43803 -0.24 0.09 0.01
C -0.65108 0.41931 3.93633 0.14 -0.06 0.29
O -1.05866 0.03124 2.61924 0.57 0.17 -0.57
C -1.81846 -1.18909 2.56037 -0.17 -0.27 -0.12
C -1.26181 -2.09124 1.47988 -0.31 0.13 0.00
O 0.15532 -2.11890 1.65525 0.14 0.57 -0.22
H 0.57936 -2.70505 -0.28514 -0.06 -0.03 0.11
H 0.56581 -4.01443 0.91602 -0.01 0.01 0.06
H 2.63645 -3.38320 1.83379 0.08 0.04 -0.01
H 2.87535 -3.13656 0.08997 0.05 0.01 0.03
H 4.27203 -1.91220 2.43336 0.01 0.00 -0.06
H 3.86040 -0.19587 2.29579 0.10 -0.06 -0.06
H 2.15494 -2.30665 3.71682 -0.05 0.03 0.07
H 3.17354 -1.08073 4.51312 -0.02 -0.01 0.03
H 0.19063 -1.48253 4.56078 0.05 -0.01 -0.02
H 0.83584 -0.05125 5.40035 0.02 -0.05 0.02
H -1.49405 0.34912 4.62488 -0.04 0.10 -0.03
H -0.33304 1.45854 3.85682 -0.09 0.03 0.01
H -1.78609 -1.68573 3.52993 0.03 0.04 0.01
H -2.85365 -0.94627 2.31883 0.00 0.06 0.09
H -1.68890 -3.09169 1.57886 0.06 -0.02 0.03
H -1.50831 -1.69298 0.49228 0.07 -0.09 -0.02
C -0.49885 5.03124 -2.16600 -0.02 -0.03 -0.06
C 0.23784 4.47872 -0.98855 -0.02 -0.17 0.21
C 1.36439 5.09444 -0.45909 -0.03 0.00 -0.03
C 2.06252 4.51029 0.59100 0.09 -0.08 0.17
C 1.59873 3.29491 1.02396 -0.08 0.22 -0.21
Br 2.45308 2.28181 2.38207 0.11 -0.08 -0.10
N 0.52364 2.67553 0.55917 0.42 -0.60 0.43
C -0.16486 3.27448 -0.40980 -0.23 0.33 -0.01
H -0.32689 6.09930 -2.27698 -0.04 0.01 0.00
H -1.56986 4.84731 -2.09149 0.00 0.03 0.01
H -0.13706 4.53428 -3.06962 -0.03 0.05 -0.01
H 1.70304 6.03968 -0.86406 0.01 0.01 0.01
H 2.92509 4.97381 1.04740 0.02 0.01 -0.08
H -1.08957 2.80264 -0.70538 0.08 -0.20 -0.16
C -3.73050 -2.10435 -5.46378 0.00 0.06 -0.22
C -2.66104 -1.60546 -4.54686 0.17 0.11 0.12
C -2.08870 -2.43342 -3.57721 -0.03 0.04 -0.10
C -1.12730 -1.95184 -2.70885 0.11 -0.07 0.11
C -0.71536 -0.63188 -2.82187 0.24 0.16 0.32
C -1.23574 0.20207 -3.80650 0.17 0.08 -0.01
C -2.19964 -0.28966 -4.66294 -0.06 -0.21 0.02
S 0.26183 0.14443 -1.58115 -0.92 0.29 -1.92
O 0.81099 1.35888 -2.10381 -0.13 -0.04 0.08
O 1.29131 -0.74388 -0.99479 0.23 0.02 1.01
O -0.72780 0.34951 -0.44995 0.67 0.00 1.00
H -4.14671 -3.05361 -5.13632 0.00 -0.01 0.01
H -3.32424 -2.23282 -6.47007 -0.01 -0.07 0.03
H -4.53249 -1.37077 -5.54823 -0.04 -0.05 0.05
H -2.40336 -3.46676 -3.51049 -0.02 0.00 0.03
H -0.68682 -2.60313 -1.96354 -0.08 -0.01 -0.03
H -0.86764 1.21571 -3.88733 -0.09 0.01 -0.04
H -2.61145 0.34719 -5.43541 0.01 0.03 0.02
```
Positions in Å, forces in eV/Å.

Computed properties:
HOMO (alpha / beta) ... -14.21 / -14.21 eV
Kohn-Sham gap (alpha / beta) ... 8.87 / 5.35 eV
E_LUMO (alpha / beta) ... -5.3416 / -8.8650 eV
ΔE to the lowest compared entry with this formula, charge and spin ... 1.031 eV
Strongest force on any atom ... 2.1 eV Å⁻¹
Charge ... +2
E ... -121511.66773 eV
Spin multiplicity ... 6

---

Record 2
Entry from the OMol25 dataset: a structure of composition C21H29Cl2SiSn in a non-equilibrium geometry (ωB97M-V/def2-TZVPD).

Structure (XYZ):
```
54
Properties=species:S:1:pos:R:3:forces:R:3
C 0.69146 -3.15837 -3.06055 -0.03 -0.81 -0.79
Si -0.79837 -2.76075 -2.01205 2.33 3.27 2.76
C -1.03730 -3.87029 -0.52312 -0.52 -0.93 -0.15
H 0.86398 -0.86716 0.13121 -1.13 -1.34 -1.43
C -2.27125 -2.00752 -2.78918 -1.01 1.09 -0.64
Sn -2.35159 0.20741 -2.39847 0.40 -1.58 0.12
C -4.13784 0.91099 -3.40828 0.10 0.19 0.03
C -2.66035 0.58004 -0.29674 0.04 0.04 -0.10
C -0.66225 1.25172 -3.24460 -0.11 -0.12 -0.04
H 0.40280 -3.99612 -3.71473 0.57 -0.20 -0.48
H 1.01819 -2.30760 -3.67847 -0.26 -0.36 0.25
H 1.55312 -3.46024 -2.44121 -0.49 0.11 -0.16
H -1.59772 -4.74844 -0.87250 -0.19 -0.56 0.53
H -0.07913 -4.20658 -0.09759 -0.24 0.17 -0.30
H -1.59748 -3.38465 0.28955 0.17 -0.14 -0.46
H -2.25335 -2.09412 -3.88595 -0.37 -0.16 -0.05
H -3.21985 -2.37575 -2.37038 -0.05 -0.12 -0.30
H -4.24414 1.99479 -3.26891 -0.12 -0.24 -0.13
H -4.04955 0.67644 -4.47599 -0.16 0.10 0.20
H -5.00267 0.39283 -2.97759 0.11 0.15 -0.18
H -2.66295 1.66006 -0.10038 -0.06 -0.20 0.02
H -3.62902 0.15655 -0.00596 0.13 0.10 -0.01
H -1.86184 0.10820 0.28450 -0.21 0.06 -0.17
H -0.65817 2.29122 -2.90039 0.07 -0.11 -0.09
H 0.27165 0.75147 -2.95672 -0.30 0.11 -0.07
H -0.77570 1.23080 -4.33743 0.12 0.07 0.22
Cl -2.08221 4.20641 6.29937 -0.37 0.47 0.82
C -1.47173 3.48178 4.88403 0.67 -0.84 -1.28
C -1.99015 3.84763 3.63286 0.22 -0.16 0.26
C -1.48603 3.26828 2.47521 0.69 -0.44 0.65
C -0.46770 2.29779 2.57875 -0.50 0.25 0.32
C 0.10970 1.71084 1.39582 0.23 -1.09 -0.23
C 0.81696 0.56342 1.44312 -0.17 1.20 -0.90
C 1.45329 0.01065 0.22691 0.22 0.29 0.16
C 2.84172 -0.51096 0.34687 -0.67 0.41 -0.05
C 3.77898 -0.27505 -0.65739 -0.02 -0.27 0.37
C 5.10268 -0.62900 -0.41869 -0.08 -0.07 0.11
C 5.43499 -1.26947 0.77585 -1.28 0.46 0.05
Cl 7.07555 -1.51173 1.17429 1.04 -0.28 0.15
C 4.45127 -1.63230 1.70764 0.05 0.10 -0.25
C 3.13243 -1.27879 1.46485 0.57 -0.26 -0.01
C 0.03447 1.91468 3.83447 -0.36 0.64 0.20
C -0.44969 2.51903 4.98960 -0.51 0.20 -0.61
H -2.77809 4.58657 3.56911 0.01 0.02 0.11
H -1.83604 3.55729 1.48625 -0.05 -0.04 0.25
H -0.15581 2.15163 0.42814 0.58 0.08 0.28
H 0.75169 -0.11427 2.28883 0.35 0.42 0.23
H 1.36162 0.66717 -0.64239 -0.27 -0.22 0.16
H 3.43771 0.13183 -1.61969 0.34 0.11 0.59
H 5.86949 -0.34403 -1.12922 0.07 -0.24 0.05
H 4.70592 -2.12464 2.63844 0.20 -0.14 -0.18
H 2.31001 -1.62527 2.10813 0.61 0.36 -0.13
H 0.84018 1.17721 3.88017 -0.30 0.41 0.12
H -0.04190 2.24833 5.95058 -0.06 0.06 0.17
```
Positions in Å, forces in eV/Å.

Computed properties:
HOMO ... -0.45 eV
Kohn-Sham gap ... 2.93 eV
E_LUMO ... 2.4829 eV
Strongest force on any atom ... 4.9 eV Å⁻¹
Charge ... -1
E ... -60998.50441 eV